# 1
Below is C36H35As2F4N2Tl as an isolated structure, with properties calculated with ωB97M-V with the def2-TZVPD basis set.

Values from the calculation:
* energy: -178103.652 eV
* LUMO level (spin up / spin down): -8.1 / -7.6 eV
* molar mass: 925.9 g mol⁻¹
* gap between HOMO and LUMO (spin up / spin down): 5.595 / 5.841 eV

ORCA input file:
```
! RIJCOSX wB97M-V def2-TZVPD def2/J DEFGRID3
* xyz 2 1
Tl -0.94750 0.56410 -0.84751
C -0.71852 2.68582 -3.36756
N -0.59310 1.22121 -3.30426
C 0.73498 0.79950 -3.76886
C -1.67256 0.56149 -4.04326
C -1.92485 -0.89577 -3.62696
N -2.42078 -0.95262 -2.26369
C -3.56695 -1.52100 -1.90753
C -4.03227 -1.30740 -0.57022
F -3.31578 -0.50178 0.23210
C -5.17530 -1.86886 -0.07640
F -5.53598 -1.60672 1.17330
C -5.95488 -2.70486 -0.86910
C -5.53875 -2.95849 -2.16605
F -6.24590 -3.77100 -2.93524
C -4.39280 -2.39859 -2.68534
F -4.04720 -2.73864 -3.92012
H -0.63080 3.05244 -4.39546
H 0.06820 3.14935 -2.77072
H -1.68675 2.99554 -2.97455
H 0.86496 1.01116 -4.83575
H 0.88359 -0.26660 -3.60507
H 1.50260 1.34027 -3.21537
H -1.45452 0.55770 -5.11779
H -2.59198 1.12952 -3.89548
H -0.97318 -1.43625 -3.65816
H -2.58186 -1.33729 -4.36573
H -6.85966 -3.15586 -0.48403
C 2.44690 0.79565 1.53696
C 2.82906 0.05435 0.25779
As 1.52656 -1.32126 -0.36267
C 2.66341 -2.82433 -0.80792
C 2.23532 -3.66278 -1.83236
C 2.97903 -4.78465 -2.16806
C 4.15359 -5.06452 -1.48499
C 4.58393 -4.22655 -0.46498
C 3.84213 -3.10480 -0.12529
C 0.70880 -1.92945 1.30586
C 1.44651 -2.30424 2.42835
C 0.80287 -2.74070 3.57708
C -0.58364 -2.82323 3.61342
C -1.32701 -2.48930 2.49131
C -0.67947 -2.04734 1.34516
As 0.74032 1.73622 1.39383
C 1.14111 3.45746 0.63472
C 0.08260 4.36233 0.53709
C 0.30166 5.62760 0.01869
C 1.57372 5.98485 -0.41784
C 2.62270 5.08109 -0.33131
C 2.41141 3.81131 0.19143
C 0.08141 2.05299 3.17670
C -1.19553 1.64575 3.53948
C -1.63373 1.87751 4.83595
C -0.79400 2.50069 5.74826
C 0.48116 2.90521 5.37179
C 0.93091 2.68513 4.07904
H 3.18853 1.55248 1.80150
H 2.33736 0.12557 2.38415
H 3.80538 -0.41561 0.36097
H 2.91641 0.76453 -0.56702
H 1.31788 -3.44276 -2.36629
H 2.64504 -5.43781 -2.96316
H 4.73927 -5.93426 -1.75095
H 5.49919 -4.44636 0.06836
H 4.19544 -2.46436 0.67361
H 2.52973 -2.28575 2.40441
H 1.38550 -3.02839 4.44243
H -1.08124 -3.16889 4.50985
H -2.40549 -2.58539 2.50525
H -1.26576 -1.83343 0.45505
H -0.90621 4.08553 0.89036
H -0.51307 6.33754 -0.03427
H 1.74785 6.97348 -0.82135
H 3.61264 5.36385 -0.66447
H 3.24374 3.12180 0.26219
H -1.84112 1.14880 2.82544
H -2.62814 1.57123 5.13140
H -1.13284 2.67317 6.76095
H 1.12783 3.40109 6.08333
H 1.91791 3.02258 3.78562
*
```

***

# 2
Below is C36H35BrN3O9S2SbW as an isolated structure at a distorted geometry, with properties calculated with ωB97M-V with the def2-TZVPD basis set.

Values from the calculation:
* energy: -160857.882 eV
* LUMO level (spin up / spin down): -6.1 / -6.1 eV
* molar mass: 1103.3 g mol⁻¹
* gap between HOMO and LUMO (spin up / spin down): 6.304 / 7.325 eV

ORCA input file:
```
! RIJCOSX wB97M-V def2-TZVPD def2/J DEFGRID3
* xyz 2 3
W -0.78749 0.74511 0.07893
O 0.90721 4.18787 0.30638
C 0.82136 3.13166 -0.29773
O 0.79601 1.92566 0.23363
C 0.44317 3.01920 -1.78694
O -0.43915 1.94105 -1.78166
C -1.23571 1.75933 -3.01804
C -2.15956 0.52879 -2.71131
O -2.94893 0.02017 -3.47756
O -1.69122 -0.04316 -1.51902
H -0.86648 4.26213 1.49035
H 1.36281 2.79806 -2.31584
H 0.02862 3.95422 -2.18974
H -0.55044 1.61334 -3.83729
H -1.86395 2.63341 -3.19153
Br -0.28081 6.39003 3.47536
C -1.77854 5.40764 2.77600
C -2.99572 5.84335 3.26954
C -4.08420 5.83547 2.35215
C -3.95656 5.05272 1.21330
C -2.82370 4.40169 0.89518
N -1.74271 4.51591 1.75452
C -2.67694 3.31419 -0.20697
O -2.79877 3.65021 -1.40406
O -2.37992 2.08807 0.16790
H -3.15400 6.31525 4.21281
H -4.93013 6.55397 2.43008
H -4.80754 4.96812 0.49829
N -5.21437 -4.58774 2.46491
C -5.47802 -3.28461 2.67914
O -6.50444 -2.89194 3.17057
C -4.38646 -2.41082 2.08607
C -4.22349 -1.16308 2.64221
C -3.35076 -0.25486 2.01683
N -2.56736 -0.62924 0.94625
C -2.71413 -1.82167 0.43704
C -3.57514 -2.78169 0.98738
H -5.75450 -5.20632 3.03729
H -4.32297 -4.77466 2.05336
H -4.86395 -0.88528 3.46900
H -3.33364 0.79531 2.35741
H -2.17277 -2.02859 -0.49497
H -3.68813 -3.70807 0.43445
C -1.00167 1.25047 4.88792
S -0.12808 0.64190 3.51492
C 1.36927 1.73961 3.40093
O -0.88454 1.14821 2.24112
H -1.41964 2.21949 4.60057
H -0.24006 1.32905 5.67117
H -1.81108 0.49447 5.08365
H 2.12247 1.46010 4.21797
H 0.95139 2.77430 3.42842
H 1.65779 1.49357 2.40892
S 0.84865 -1.00787 0.46226
Sb 2.33292 -1.36056 -1.52781
C 4.10458 -1.18594 -0.35056
C 5.11595 -0.37837 -0.89660
C 6.43888 -0.48039 -0.42719
C 6.75291 -1.34192 0.58821
C 5.73400 -2.09899 1.18000
C 4.45065 -2.08628 0.66118
C 2.29658 -0.88202 -3.63347
C 2.70640 0.38742 -4.07747
C 2.45228 0.78851 -5.39112
C 1.83601 -0.06018 -6.31806
C 1.48272 -1.36817 -5.91341
C 1.79033 -1.78286 -4.63255
C 2.01425 -3.47943 -1.44625
C 0.87411 -3.90641 -0.78895
C 0.71237 -5.22485 -0.29517
C 1.78980 -6.10661 -0.33921
C 2.87614 -5.73752 -1.12751
C 3.01664 -4.46202 -1.65654
H 4.90746 0.30200 -1.75532
H 7.19969 0.25678 -0.78521
H 7.74243 -1.25690 1.03537
H 6.00141 -2.73355 1.99987
H 3.61469 -2.62789 1.07330
H 3.19862 1.01030 -3.32191
H 2.75033 1.81648 -5.58198
H 1.69016 0.21332 -7.36746
H 0.64704 -1.77249 -6.50205
H 1.51368 -2.70054 -4.28207
H 0.03010 -3.20024 -0.75088
H -0.19521 -5.53428 0.26097
H 1.86732 -6.95832 0.32566
H 3.59225 -6.54651 -1.37817
H 3.94141 -4.22506 -2.19915
*
```

***

# 3
Below is C36H35Cl3MoN4O3S2SbSe5 as an isolated structure at a distorted geometry, with properties calculated with ωB97M-V with the def2-TZVPD basis set.

Values from the calculation:
* energy: -444368.857 eV
* LUMO level (spin up / spin down): 1.7 / 1.7 eV
* molar mass: 1354.7 g mol⁻¹
* gap between HOMO and LUMO (spin up / spin down): 5.511 / 5.528 eV

ORCA input file:
```
! RIJCOSX wB97M-V def2-TZVPD def2/J DEFGRID3
* xyz -1 3
Mo -0.86507 -0.19612 0.80558
Se 1.06913 3.20728 4.71608
Sb -1.08937 2.40788 3.94568
Se -1.18477 2.16348 0.59438
Se -1.16847 0.18518 3.05538
Se -2.76447 3.08358 5.56998
C 3.28213 -5.74102 4.52198
C 2.22623 -4.78452 4.05798
C 2.04693 -3.57592 4.70838
C 1.07673 -2.66092 4.33298
C 0.85463 -1.43752 5.17368
C 0.30863 -2.98952 3.20458
Se -1.16557 -1.92272 2.43838
C 0.40403 -4.22862 2.57628
C -0.55927 -4.62692 1.50108
C 1.37143 -5.11162 3.01618
H 3.85923 -5.30652 5.33618
H 3.95583 -5.99532 3.70498
H 2.83393 -6.66842 4.87788
H 2.66563 -3.32952 5.56008
H 1.37203 -1.52092 6.12558
H -0.21967 -1.29372 5.38398
H 1.21933 -0.52242 4.68408
H -0.44987 -4.03112 0.58308
H -1.60317 -4.56472 1.84118
H -0.40177 -5.66322 1.20998
H 1.44763 -6.07492 2.53018
Cl -1.16797 7.19468 -0.75082
C -0.82437 5.86088 -1.78352
C -0.01267 4.83088 -1.33542
C 0.25413 3.77108 -2.18122
C -0.28987 3.69218 -3.46012
C 0.03413 2.53998 -4.39212
C -1.13867 1.51928 -4.56232
N -1.21467 0.57588 -3.48012
C -1.15597 -0.78712 -3.53692
C -1.16217 -1.22592 -2.24562
N -1.22397 -0.15702 -1.40542
C -1.26417 0.90228 -2.18392
O 1.20643 1.92318 -3.93062
C 2.03393 1.33238 -4.90612
C 1.71043 -0.10942 -5.17652
C 1.90393 -1.09532 -4.24822
Cl 2.43933 -0.89462 -2.64092
S 1.49073 -2.66462 -4.85232
C 1.04203 -1.97722 -6.36972
C 1.20853 -0.63112 -6.39562
C -1.08897 4.75108 -3.88182
Cl -1.75977 4.75668 -5.48422
C -1.35957 5.83498 -3.06522
H 0.37253 4.83478 -0.32742
H 0.89853 2.97818 -1.83732
H 0.19893 2.96628 -5.39822
H -0.99427 0.95218 -5.48652
H -2.07857 2.07498 -4.63852
H -1.11977 -1.32462 -4.46272
H -1.12617 -2.23772 -1.88182
H -1.33627 1.92028 -1.86232
H 3.04493 1.39648 -4.49172
H 1.99573 1.91298 -5.83752
H 0.68053 -2.62032 -7.14752
H 0.98303 -0.01662 -7.25062
H -1.97807 6.64968 -3.41032
C -4.84327 1.97988 -0.94322
N -4.67917 2.18568 0.46518
C -4.77177 3.37478 1.14728
C -4.50067 3.12738 2.45148
N -4.24147 1.78788 2.55408
C -4.31457 1.22458 1.33988
S -4.00757 -0.38442 0.89218
H -5.20447 2.89728 -1.40102
H -5.55307 1.17138 -1.13472
H -3.88887 1.69938 -1.39812
H -4.98857 4.29098 0.64128
H -4.42437 3.75608 3.32838
H -3.92967 1.35358 3.43038
O 1.92273 -2.94332 -0.39012
C 1.65623 -1.94422 0.26568
O 0.53303 -1.30992 0.14218
C 2.54073 -1.41532 1.34658
C 2.39123 -0.13292 1.88008
C 3.10743 0.24768 3.00398
C 4.00293 -0.64892 3.57088
C 4.21063 -1.89612 2.99878
C 3.47423 -2.28932 1.89868
H 1.74393 0.60558 1.39268
H 2.96923 1.23878 3.42828
H 4.54903 -0.36542 4.45938
H 4.94423 -2.56962 3.41848
H 3.57823 -3.27182 1.45668
*
```

***

# 4
Below is C36H35ClIrNO7S2Sb2 as an isolated structure, with properties calculated with ωB97M-V with the def2-TZVPD basis set.

Values from the calculation:
* energy: -103830.178 eV
* LUMO level (spin up / spin down): 4.0 / 4.0 eV
* molar mass: 1129.0 g mol⁻¹
* gap between HOMO and LUMO (spin up / spin down): 6.996 / 7.043 eV

ORCA input file:
```
! RIJCOSX wB97M-V def2-TZVPD def2/J DEFGRID3
* xyz -2 1
Ir 1.14419 2.01227 0.12816
C -0.93026 -2.58827 -1.36393
C 0.26296 -3.10922 -0.54772
C 1.08940 -2.03774 0.18441
Sb 0.93723 -1.40054 2.24190
C 1.45598 -3.36252 3.04887
C 1.85942 -4.43944 2.26160
C 2.17243 -5.67221 2.82547
C 2.09202 -5.85293 4.19820
C 1.70114 -4.78934 5.00208
C 1.39066 -3.56419 4.42923
C -1.08679 -1.58207 2.96351
C -1.83538 -0.41155 3.06486
C -3.15494 -0.44833 3.49138
C -3.73808 -1.65562 3.84765
C -2.99295 -2.82566 3.78474
C -1.67684 -2.78732 3.34170
Sb -2.81377 -2.64946 -0.29488
C -2.86232 -4.81197 -0.71361
C -3.04933 -5.34736 -1.98898
C -2.93239 -6.71089 -2.22617
C -2.61644 -7.57777 -1.18700
C -2.42819 -7.06696 0.08862
C -2.55540 -5.70040 0.31698
C -4.01455 -2.20632 -2.02782
C -5.25651 -2.82080 -2.18627
C -6.07947 -2.50970 -3.25997
C -5.67217 -1.56256 -4.19103
C -4.44531 -0.93338 -4.03682
C -3.62106 -1.25115 -2.96295
H -1.10705 -3.21776 -2.23774
H -0.73992 -1.56721 -1.70183
H 0.96187 -3.57292 -1.25493
H -0.05728 -3.92553 0.11254
H 1.02866 -1.09313 -0.35265
H 2.14824 -2.31548 0.16008
H 1.92299 -4.32690 1.18592
H 2.47181 -6.49516 2.18635
H 2.32787 -6.81444 4.63919
H 1.63442 -4.91630 6.07682
H 1.07682 -2.74775 5.07285
H -1.41222 0.53627 2.75735
H -3.73052 0.46849 3.50393
H -4.77517 -1.68775 4.16140
H -3.44377 -3.77369 4.05841
H -1.10855 -3.70954 3.29118
H -3.29158 -4.68798 -2.81598
H -3.08166 -7.09745 -3.22859
H -2.51541 -8.64101 -1.37250
H -2.17739 -7.72929 0.90989
H -2.40998 -5.32137 1.32163
H -5.58556 -3.56548 -1.46721
H -7.04063 -3.00103 -3.36612
H -6.31598 -1.30686 -5.02518
H -4.12754 -0.17449 -4.74170
H -2.69097 -0.71175 -2.83750
N 4.04030 0.83510 0.37468
C 2.95759 1.23722 0.26796
Cl -2.69453 5.73926 4.93802
C -1.41450 5.00091 3.99095
C -0.94038 5.65158 2.86542
C 0.07721 5.06863 2.12927
C 0.63814 3.84728 2.50014
C 1.72824 3.21062 1.71311
C 0.12659 3.21699 3.63450
C -0.89703 3.77974 4.38133
H -1.37597 6.59473 2.56316
H 0.42610 5.55111 1.22383
H 2.35779 2.61376 2.37438
H 2.35231 3.97809 1.24007
H 0.52861 2.25171 3.92349
H -1.29355 3.27434 5.25205
C 2.96137 2.50170 -3.25955
S 1.27252 2.27331 -2.73633
O 1.07712 3.34890 -1.71834
O 0.45993 2.37138 -3.91597
O 1.25599 0.98127 -2.03260
H 3.08682 3.54224 -3.55173
H 3.15365 1.84224 -4.10335
H 3.60616 2.25100 -2.41853
O -1.62493 1.61911 -1.53821
S -1.55027 1.58294 -0.09398
O -2.81866 1.31874 0.55453
O -0.50679 0.52282 0.33376
O -0.86735 2.81417 0.45219
*
```

***

# 5
Below is a 2-piece molecular cluster, C36H35F6N2 overall at a distorted geometry, with properties calculated with ωB97M-V with the def2-TZVPD basis set.

Values from the calculation:
* energy: -57178.591 eV
* LUMO level: -5.9 eV
* molar mass: 609.7 g mol⁻¹
* gap between HOMO and LUMO: 4.899 eV

ORCA input file:
```
! RIJCOSX wB97M-V def2-TZVPD def2/J DEFGRID3
* xyz 1 1
C -6.57969 -0.31776 3.42362
C -5.17135 -0.07519 2.96786
C -4.60986 1.19265 3.08300
C -3.30164 1.44836 2.67201
C -2.75496 2.82695 2.82562
C -2.52544 0.37771 2.19286
N -1.14188 0.56287 1.84665
C -0.06736 0.16441 2.54002
N 1.04616 0.64736 1.92187
C 2.37951 0.31884 2.28200
C 2.76623 -1.02948 2.39369
C 1.79330 -2.11658 2.10426
C 4.05907 -1.33331 2.80957
C 4.98166 -0.32688 3.06476
C 6.37849 -0.70342 3.45599
C 4.59622 1.00430 2.95786
C 3.31186 1.34126 2.53610
C 2.88365 2.75854 2.44301
C 0.71968 1.22285 0.57257
C -0.77289 1.13365 0.50153
C -3.10946 -0.88748 2.02642
C -2.28864 -1.97540 1.43922
C -4.42004 -1.11443 2.43962
H -6.82730 -1.36651 3.25497
H -6.68620 -0.09886 4.49084
H -7.28331 0.31220 2.86999
H -5.20638 1.99631 3.51809
H -1.72199 2.88147 2.48025
H -3.34549 3.55173 2.24686
H -2.78992 3.12331 3.88370
H 2.28344 -3.09949 2.17650
H 0.96841 -2.06852 2.82876
H 1.34997 -2.02546 1.10201
H 4.36014 -2.37580 2.93413
H 6.95832 0.19734 3.66119
H 6.35864 -1.32608 4.35722
H 6.87418 -1.26812 2.65662
H 5.32010 1.78758 3.20848
H 3.70886 3.40973 2.75114
H 2.59955 3.02357 1.41766
H 2.00988 2.92435 3.08832
H 1.06722 2.25435 0.49544
H 1.19897 0.61639 -0.20154
H -1.08846 0.46655 -0.31117
H -1.26086 2.10448 0.41009
H -2.88876 -2.88686 1.36230
H -1.92982 -1.70154 0.43466
H -1.40399 -2.15231 2.07041
H -4.86408 -2.11346 2.36421
F 3.07530 3.30809 9.57101
C 2.47418 3.61076 8.37868
F 1.43814 4.46231 8.66121
F 3.38848 4.33539 7.65249
C 2.02494 2.38386 7.65023
C 0.82909 2.44825 6.94023
C 0.44894 1.34467 6.19770
C 1.23328 0.16049 6.14978
C 0.73282 -0.93101 5.40201
C 1.08418 -2.28751 5.57763
C 2.02746 -2.82160 6.51138
C 2.45966 -4.13650 6.43791
C 1.81450 -4.99205 5.55325
C 2.27420 -6.40644 5.41059
F 1.22805 -7.26009 5.15600
F 3.16183 -6.55314 4.37267
F 2.90338 -6.87633 6.53019
C 0.72433 -4.59173 4.78882
C 0.35105 -3.25831 4.82736
C 2.48068 0.18822 6.83769
C 2.86239 1.27432 7.60301
H 0.24386 3.36038 6.92222
H -0.48564 1.37190 5.64044
H -0.04302 -0.69798 4.65538
H 2.40715 -2.23614 7.33814
H 3.26508 -4.49586 7.06944
H 0.16972 -5.30345 4.18529
H -0.55058 -2.94936 4.29953
H 3.18253 -0.63089 6.74236
H 3.82190 1.28276 8.11438
*
```

***

Relative energy (zero: lowest compared OMol25 entry of this formula, charge and spin) for every record listed, in sequence, given in kcal per mole: 0.0 16.9 117.8 54.1 0.0.